Entry 1:
A structure of composition C19H31BHfN3O6 at a distorted geometry. Source: the OMol25 dataset; level of theory: wB97M-V/def2-TZVPD.

Each line ends with the natural charge from an NBO analysis.
CARTESIAN COORDINATES (ANGSTROEM)
Hf 0.952 -0.254 -0.510  2.41
C 2.353 -0.929 -3.442  -0.41
N 2.533 0.085 -2.369  -0.54
C 2.315 1.422 -2.976  -0.42
C 3.926 -0.007 -1.870  -0.24
C 4.068 0.708 -0.548  -0.24
N 3.096 0.176 0.439  -0.56
C 2.991 1.101 1.592  -0.43
C 3.548 -1.154 0.924  -0.44
H 3.105 -0.774 -4.221  0.21
H 1.362 -0.837 -3.878  0.23
H 2.461 -1.933 -3.034  0.22
H 3.048 1.582 -3.771  0.22
H 2.419 2.212 -2.233  0.21
H 1.313 1.476 -3.392  0.24
H 4.619 0.423 -2.601  0.23
H 4.185 -1.062 -1.773  0.22
H 3.888 1.778 -0.659  0.22
H 5.087 0.591 -0.166  0.23
H 3.958 1.196 2.094  0.22
H 2.259 0.717 2.300  0.24
H 2.682 2.089 1.246  0.22
H 4.593 -1.110 1.241  0.22
H 3.466 -1.905 0.134  0.21
H 2.925 -1.468 1.757  0.26
O -4.817 3.845 -1.861  -0.60
C -4.171 3.086 -1.186  0.73
O -4.402 2.356 -0.171  -0.64
C -2.789 2.546 -1.370  0.09
C -1.678 3.187 -0.771  -0.25
C -0.489 2.540 -0.686  0.06
N -0.276 1.296 -1.204  -0.76
C -1.353 0.688 -1.834  0.07
C -2.561 1.281 -1.973  -0.19
C -1.152 -0.735 -2.318  0.77
O -1.852 -1.276 -3.105  -0.48
O -0.062 -1.360 -1.731  -0.90
H -1.787 4.178 -0.353  0.25
H 0.367 3.012 -0.216  0.20
H -3.352 0.759 -2.493  0.27
C -3.434 -0.626 1.045  -0.65
C -2.181 -0.657 1.891  0.28
C -2.232 0.401 2.975  -0.64
O -1.023 -0.265 1.019  -0.77
B 0.036 -1.092 1.366  0.40
O -0.279 -2.064 2.243  -0.70
C -1.745 -2.075 2.389  0.24
C -2.076 -2.345 3.841  -0.63
C -2.238 -3.206 1.502  -0.64
H -3.656 0.394 0.730  0.27
H -4.281 -0.984 1.633  0.23
H -3.344 -1.258 0.163  0.22
H -2.396 1.375 2.512  0.24
H -1.308 0.433 3.554  0.21
H -3.060 0.210 3.657  0.24
H -1.573 -1.648 4.507  0.22
H -1.765 -3.355 4.103  0.23
H -3.152 -2.270 4.005  0.23
H -1.942 -3.060 0.462  0.21
H -3.324 -3.292 1.543  0.23
H -1.805 -4.142 1.850  0.23

## Properties
Net charge = +1
Max |F| = 1.25 eV Å⁻¹
Molecular weight = 586.8 g mol⁻¹
Gap between HOMO and LUMO = 7.123 eV
E = -1431.05564 a.u.
ΔE to the lowest compared entry with this formula, charge and spin = 47.7 kJ/mol
HOMO = -10.97 eV


Entry 2:
A structure of composition C19H31Cl30FN2NbO3S at a distorted geometry. Source: the OMol25 dataset; level of theory: wB97M-V/def2-TZVPD.

Each line ends with the Mulliken charge.
CARTESIAN COORDINATES (ANGSTROEM)
C 5.380 -4.297 1.681  -1.09
C 4.235 -3.287 1.156  0.05
C 2.919 -4.062 0.596  0.26
C 1.546 -3.544 1.286  -0.15
Nb 0.432 -1.955 0.105  -1.35
C 2.303 -0.678 -0.215  0.36
C 2.630 0.284 1.035  -0.18
C 3.876 1.286 0.821  -0.70
C 5.053 0.726 -0.120  -0.30
N 4.750 0.845 -1.608  -0.71
N 0.657 -2.963 -1.780  -0.67
C 1.689 -2.490 -2.491  0.87
O 2.878 -2.384 -2.899  -0.53
S -1.792 -3.219 0.390  0.91
O -2.576 -2.917 -0.887  -0.58
O -1.603 -4.725 0.429  -0.58
F -2.740 -2.624 1.668  -0.21
H 5.879 -4.738 0.733  0.27
H 4.834 -5.111 2.297  0.26
H 6.108 -3.681 2.320  0.34
H 4.678 -2.729 0.252  -0.05
H 3.912 -2.494 1.913  0.06
H 2.866 -4.105 -0.548  -0.02
H 3.043 -5.165 0.943  0.06
H 1.691 -3.224 2.393  0.19
H 0.856 -4.480 1.345  0.11
H -0.551 -0.637 -0.672  0.39
H 0.184 -1.062 1.692  0.08
H 2.051 0.023 -1.106  0.01
H 3.228 -1.290 -0.499  0.03
H 2.763 -0.299 2.009  0.16
H 1.698 0.958 1.192  0.19
H 4.347 1.444 1.873  0.32
H 3.577 2.343 0.464  0.23
H 5.434 -0.322 0.165  0.10
H 5.961 1.434 0.046  0.29
H 4.671 -0.151 -1.908  0.34
H 3.779 1.204 -1.725  0.31
C -1.430 1.969 -2.411  0.69
Cl -2.336 0.473 -2.145  -0.07
Cl -1.822 3.164 -1.164  -0.16
Cl 0.311 1.648 -2.438  -0.10
H -1.717 2.377 -3.378  -0.37
C -2.432 4.916 -5.489  -0.06
Cl -3.324 3.408 -5.245  -0.11
Cl -2.844 6.093 -4.232  -0.06
Cl -0.690 4.609 -5.507  -0.12
H -2.718 5.330 -6.454  0.35
C -5.485 -2.526 3.818  0.61
Cl -4.661 -1.123 4.513  -0.14
Cl -5.904 -3.691 5.085  -0.14
Cl -6.933 -2.022 2.934  -0.11
H -4.806 -3.010 3.118  -0.23
C -3.042 0.101 -7.710  -0.07
Cl -4.098 1.334 -8.417  -0.14
Cl -1.478 0.072 -8.539  -0.12
Cl -2.827 0.386 -5.978  0.01
H -3.516 -0.871 -7.840  0.34
C -1.156 8.971 -1.743  0.03
Cl -2.827 8.695 -2.257  -0.14
Cl -0.776 10.700 -1.767  -0.14
Cl -0.881 8.296 -0.131  -0.02
H -0.494 8.466 -2.444  0.27
C 0.046 8.115 3.862  0.14
Cl -1.239 7.588 4.957  -0.12
Cl 0.096 7.088 2.421  -0.12
Cl -0.178 9.811 3.409  -0.13
H 0.999 8.022 4.382  0.22
C 0.501 -7.291 3.236  0.10
Cl 1.547 -7.568 1.836  -0.13
Cl 0.626 -8.635 4.382  -0.16
Cl 0.909 -5.761 4.024  -0.11
H -0.529 -7.232 2.887  0.26
C -7.154 -5.515 0.546  -0.02
Cl -8.698 -5.064 1.287  -0.14
Cl -7.226 -5.315 -1.210  -0.13
Cl -5.834 -4.558 1.228  0.01
H -6.964 -6.565 0.764  0.29
C 0.017 -3.944 -5.810  -0.12
Cl -1.032 -2.705 -6.518  -0.08
Cl 1.580 -3.987 -6.641  -0.15
Cl 0.240 -3.648 -4.079  -0.01
H -0.465 -4.912 -5.936  0.32
C -0.111 8.486 8.852  0.10
Cl 0.946 8.230 7.456  -0.11
Cl 0.020 7.134 9.986  -0.12
Cl 0.279 10.013 9.656  -0.12
H -1.139 8.537 8.497  0.25

## Properties
Net charge = -1
Max |F| = 7.33 eV Å⁻¹
Molecular weight = 1543.0 g mol⁻¹
Gap between HOMO and LUMO = 6.891 eV
E = -15438.30471 a.u.
HOMO = -5.73 eV


Entry 3:
A structure of composition C19H31ClN3O4STl. Source: the OMol25 dataset; level of theory: wB97M-V/def2-TZVPD.

Each line ends with the natural charge from an NBO analysis.
CARTESIAN COORDINATES (ANGSTROEM)
Tl 0.325 -0.001 -0.882  0.76
C -3.626 -0.392 0.402  -0.65
C -2.285 -0.564 1.064  -0.02
C -1.634 -1.800 1.037  -0.20
C -0.412 -1.993 1.675  -0.02
C 0.250 -3.344 1.686  -0.63
C 0.173 -0.913 2.336  -0.25
C -0.446 0.333 2.378  0.00
C 0.188 1.483 3.112  -0.65
C -1.673 0.493 1.733  -0.20
H -4.305 0.180 1.039  0.21
H -4.085 -1.358 0.195  0.22
H -3.519 0.132 -0.548  0.25
H -2.107 -2.637 0.532  0.21
H 0.132 -3.819 2.663  0.22
H 1.321 -3.252 1.490  0.22
H -0.184 -4.002 0.934  0.22
H 1.120 -1.051 2.848  0.21
H 1.071 1.157 3.662  0.21
H -0.514 1.926 3.822  0.21
H 0.485 2.261 2.405  0.25
H -2.173 1.456 1.781  0.20
O -1.444 0.323 -4.550  -0.82
Cl -1.918 -0.330 -3.372  2.55
O -3.232 -0.858 -3.550  -0.82
O -1.944 0.644 -2.258  -0.96
O -0.998 -1.383 -2.979  -0.88
C 5.615 -2.313 -1.484  -0.61
C 4.354 -2.620 -0.668  -0.14
C 3.740 -3.951 -1.127  -0.59
C 4.695 -2.694 0.822  -0.59
C 3.290 -1.582 -0.879  0.24
N 3.173 -0.797 -1.789  -0.30
H 6.352 -3.106 -1.350  0.21
H 6.063 -1.371 -1.163  0.21
H 5.380 -2.236 -2.547  0.21
H 4.455 -4.756 -0.952  0.21
H 3.500 -3.924 -2.191  0.22
H 2.825 -4.171 -0.575  0.22
H 5.490 -3.425 0.980  0.21
H 3.825 -2.993 1.408  0.21
H 5.038 -1.726 1.191  0.21
C 2.858 0.086 -2.665  -0.32
H 2.280 -0.208 -3.533  0.22
H 3.259 1.087 -2.584  0.21
S 0.151 3.140 -0.313  -0.37
C -1.479 3.594 -0.215  0.34
N -1.899 4.386 0.793  -0.60
C -3.290 4.716 1.087  -0.21
C -4.204 3.706 0.415  -0.42
C -3.787 3.570 -1.040  -0.22
N -2.383 3.191 -1.105  -0.59
H -1.171 4.710 1.405  0.42
H -3.526 5.725 0.735  0.19
H -3.427 4.701 2.168  0.21
H -5.242 4.025 0.494  0.23
H -4.104 2.733 0.903  0.21
H -3.938 4.523 -1.557  0.19
H -4.369 2.811 -1.557  0.23
H -2.093 2.480 -1.766  0.46

## Properties
Net charge = 0
Max |F| = 0.38 eV Å⁻¹
Molecular weight = 637.4 g mol⁻¹
Gap between HOMO and LUMO = 8.635 eV
E = -2238.42120 a.u.
ΔE to the lowest compared entry with this formula, charge and spin = 0.0 kJ/mol
HOMO = -8.22 eV